Model i:
# C6H14O3

A cluster of 3 separate species, C6H14O3 in total (ωB97M-V/def2-TZVPD, OMol25).

Geometry as XYZ:
```
23
C6H14O3, DFT ωB97M-V/def2-TZVPD
C 1.656 0.549 -1.695
C 0.764 0.338 -0.513
C -0.039 1.335 -0.133
C -0.941 1.408 1.039
C -2.187 1.849 0.934
O -3.206 1.594 1.809
C 0.839 -1.031 0.112
H 1.706 1.576 -2.042
H 2.720 0.325 -1.515
H 1.404 -0.128 -2.515
H 0.051 2.281 -0.669
H -0.648 0.705 1.801
H -2.640 2.400 0.118
H -2.864 1.166 2.605
H 1.688 -1.277 0.744
H 1.023 -1.708 -0.743
H -0.095 -1.421 0.525
H -0.544 -2.222 -2.655
H 0.659 -1.585 -3.443
O 0.049 -2.322 -3.405
H 0.104 -0.906 2.562
H -0.076 -1.777 3.708
O 0.577 -1.148 3.371
```

Summary:
SMILES = CC(C)=C/C=C/O.O.O
Charge = 0
LUMO = 0.016 Ha
2S+1 = 1

=====

Model ii:
# C6H14O3

An isolated molecule of C6H14O3 (ωB97M-V/def2-TZVPD, OMol25).

Geometry as XYZ:
```
23
C6H14O3, DFT ωB97M-V/def2-TZVPD
C -0.847 2.718 0.416
C -1.349 1.297 0.564
C -0.364 0.356 1.230
C 1.061 -0.205 -0.773
C 0.414 -1.518 -1.202
C 0.969 -2.678 -0.399
H -1.651 3.300 0.039
H -0.038 2.832 -0.331
H -0.646 3.248 1.360
H -2.194 1.272 1.239
H -1.670 0.744 -0.351
H -0.082 0.752 2.215
H -0.499 -1.521 1.913
H 2.182 -0.319 -0.767
H 0.910 1.703 -1.520
H -0.654 -1.464 -1.166
H 0.746 -1.600 -2.229
H 0.662 -2.645 0.650
H 0.587 -3.578 -0.832
H 2.044 -2.696 -0.422
O -1.047 -0.928 1.360
O 0.914 0.132 0.617
O 0.553 0.797 -1.611
```

Summary:
SMILES = CC[C@@H](O)O[C@H](O)CC
Charge = 0
LUMO = 0.032 Ha
2S+1 = 1

=====

Which is the most stable structure? model ii is the most stable.

=====

Model i:
# C4H13NO2S

A cluster of 2 separate species, C4H13NO2S in total (ωB97M-V/def2-TZVPD, OMol25).

Geometry as XYZ:
```
21
C4H13NO2S, DFT ωB97M-V/def2-TZVPD
C 0.651 -0.052 -0.683
N 0.219 1.028 0.312
C 1.069 2.287 0.102
O 0.334 3.314 0.534
C -0.582 -1.218 -0.463
C 0.197 -2.544 -0.568
S 1.387 -3.015 0.839
H 1.613 -0.324 -0.254
H 0.592 0.228 -1.636
H 0.307 0.666 1.298
H 2.140 2.415 0.620
H 1.240 2.407 -0.993
H -0.426 3.086 1.146
H -1.147 -1.037 0.483
H -1.247 -0.953 -1.271
H -0.428 -3.343 -0.474
H 0.808 -2.457 -1.564
H 2.300 -2.059 0.443
H -3.044 1.276 0.916
H -2.675 -0.138 0.441
O -3.307 0.433 0.772
```

Summary:
SMILES = OCNCCCS.O
Charge = 0
LUMO = 0.025 Ha
2S+1 = 1

=====

Model ii:
# C4H13NO2S

A cluster of 3 separate species, C4H13NO2S in total (ωB97M-V/def2-TZVPD, OMol25).

Geometry as XYZ:
```
21
C4H13NO2S, DFT ωB97M-V/def2-TZVPD
C -0.649 -0.115 -1.409
N -0.392 -0.723 -0.128
C -1.561 -0.622 0.686
O -1.387 -1.108 2.032
C 0.456 0.873 -1.809
C 0.766 1.832 -0.650
S 2.216 1.228 0.338
H -1.599 0.438 -1.419
H -0.721 -0.918 -2.142
H 0.535 0.478 2.355
H -1.835 0.416 0.743
H -2.352 -1.155 0.168
H -0.528 -0.539 2.235
H 1.370 0.277 -2.079
H 0.134 1.467 -2.752
H 1.045 2.827 -0.976
H -0.038 1.818 0.025
H 1.418 0.339 1.009
H 0.661 -1.764 0.769
H 1.045 -2.761 1.918
O 1.419 -2.288 1.085
```

Summary:
Charge = 0
LUMO = -0.125 Ha
2S+1 = 1

=====

Which is the most stable structure? model i is the most stable.

=====

Model i:
# C22H31N3O3

An isolated molecule of C22H31N3O3 (ωB97M-V/def2-TZVPD, OMol25).

Geometry as XYZ:
```
59
C22H31N3O3, DFT ωB97M-V/def2-TZVPD
C -1.721 -2.435 1.880
H -2.441 -2.426 1.066
H -1.699 -1.455 2.350
H -2.057 -3.161 2.617
C -0.332 -2.813 1.373
C -0.373 -4.160 0.656
H -0.658 -4.941 1.358
H 0.604 -4.409 0.248
H -1.097 -4.151 -0.154
C 0.331 -1.696 0.548
H 1.319 -2.047 0.239
H 0.475 -0.841 1.211
C -0.368 -1.179 -0.726
C -0.799 -2.249 -1.686
C -2.063 -2.109 -2.042
C -2.695 -0.949 -1.343
N -1.626 -0.452 -0.487
C -1.817 0.537 0.395
O -0.935 1.015 1.104
C -3.216 1.072 0.451
C -3.590 2.088 -0.420
C -4.863 2.627 -0.351
C -5.766 2.156 0.588
C -5.392 1.150 1.463
C -4.119 0.610 1.399
H -3.824 -0.169 2.087
H -6.091 0.786 2.201
H -6.759 2.576 0.641
H -5.149 3.417 -1.029
H -2.881 2.459 -1.146
H -3.017 -0.180 -2.057
H -3.573 -1.242 -0.754
H -2.617 -2.714 -2.735
H -0.090 -2.962 -2.059
C 0.679 -0.290 -1.468
O 1.189 -0.652 -2.510
N 0.979 0.852 -0.839
H 0.492 1.083 0.026
C 1.929 1.817 -1.346
H 2.350 1.423 -2.273
H 1.394 2.747 -1.566
C 3.049 2.107 -0.339
N 4.246 1.329 -0.606
C 5.400 1.740 0.177
H 5.476 2.829 0.170
C 5.348 1.227 1.624
H 6.280 1.451 2.146
O 5.206 -0.177 1.665
C 4.056 -0.595 0.955
C 4.102 -0.115 -0.500
H 3.217 -0.441 -1.042
H 4.980 -0.556 -0.984
H 4.054 -1.685 1.005
H 3.152 -0.214 1.455
H 4.515 1.703 2.164
H 6.285 1.322 -0.311
H 3.341 3.157 -0.435
H 2.643 1.967 0.677
H 0.318 -2.931 2.250
```

Summary:
SMILES = CC(C)C[C@@]1(C(=O)NCCN2CCOCC2)C=CCN1C(=O)c1ccccc1
Charge = 0
LUMO = 0.025 Ha
2S+1 = 1

=====

Model ii:
# C22H31N3O3

An isolated molecule of C22H31N3O3 (ωB97M-V/def2-TZVPD, OMol25).

Geometry as XYZ:
```
59
C22H31N3O3, DFT ωB97M-V/def2-TZVPD
C -3.476 -2.883 -0.599
N -2.591 -1.827 -1.046
C -3.085 -0.565 -1.107
O -4.218 -0.312 -0.731
C -2.201 0.533 -1.666
H -1.228 0.178 -1.989
C -2.016 1.686 -0.655
N -1.350 1.236 0.560
C -0.288 2.132 1.006
C 0.954 1.909 0.199
C 2.163 1.743 0.730
C 3.410 1.511 0.013
C 3.495 1.468 -1.380
C 4.700 1.223 -2.007
C 5.850 1.016 -1.261
C 5.783 1.059 0.122
C 4.578 1.304 0.750
H 4.533 1.332 1.830
H 6.674 0.900 0.711
H 6.791 0.825 -1.755
H 4.746 1.193 -3.086
H 2.612 1.628 -1.979
H 2.263 1.771 1.809
H 0.810 1.885 -0.871
H -0.583 3.194 0.928
H -0.076 1.923 2.057
C -2.293 0.875 1.597
C -3.214 2.037 1.973
N -3.834 2.542 0.772
C -3.362 2.399 -0.480
O -3.938 2.872 -1.439
H -4.729 3.003 0.848
H -3.988 1.694 2.665
H -2.641 2.835 2.467
H -2.908 0.056 1.223
H -1.742 0.526 2.473
H -1.373 2.424 -1.149
H -2.738 0.956 -2.520
C -1.248 -2.233 -1.405
H -0.978 -1.828 -2.386
H -1.256 -3.322 -1.500
C -0.178 -1.834 -0.375
C 1.208 -2.263 -0.866
H 1.467 -1.750 -1.793
C 2.260 -1.938 0.195
H 3.240 -2.319 -0.098
O 1.967 -2.540 1.434
C 0.723 -2.110 1.934
C -0.425 -2.476 0.992
H -1.363 -2.120 1.417
H -0.465 -3.563 0.891
H 0.606 -2.600 2.903
H 0.738 -1.018 2.080
H 2.326 -0.847 0.319
H 1.211 -3.339 -1.053
H -0.194 -0.748 -0.237
H -3.619 -3.618 -1.395
H -3.073 -3.384 0.282
H -4.437 -2.435 -0.353
```

Summary:
SMILES = CN(CC1CCOCC1)C(=O)C[C@H]1C(=O)NCCN1C/C=C/c1ccccc1
Charge = 0
LUMO = 0.020 Ha
2S+1 = 1

=====

Which is the most stable structure? model ii is the most stable.

=====

Model i:
# CH3FNO2S

A cluster of 2 separate species, CH3FNO2S in total (ωB97M-V/def2-TZVPD, OMol25).

Geometry as XYZ:
```
9
CH3FNO2S, DFT ωB97M-V/def2-TZVPD
C 1.936 -1.206 -1.156
N -0.956 -0.035 0.656
O 2.142 1.048 0.179
O 2.105 -1.031 1.508
F 1.482 -2.506 -1.038
S 1.631 -0.313 0.335
H 1.331 -0.736 -1.941
H -0.863 -0.085 1.670
H -0.871 0.961 0.439
```

Summary:
Charge = -1
LUMO (alpha / beta) = 0.139 / 0.135 Ha
2S+1 = 1

=====

Model ii:
# CH3FNO2S

A cluster of 2 separate species, CH3FNO2S in total (ωB97M-V/def2-TZVPD, OMol25).

Geometry as XYZ:
```
9
CH3FNO2S, DFT ωB97M-V/def2-TZVPD
C 0.658 0.861 0.275
N 0.345 -0.413 0.091
O -2.170 -0.970 -0.264
O 1.757 1.375 0.133
F -3.249 1.503 -0.323
S -3.191 -0.104 0.483
H -0.211 1.458 0.610
H -0.684 -0.687 -0.006
H 1.062 -1.000 -0.310
```

Summary:
Charge = -1
LUMO = 0.148 Ha
2S+1 = 1

=====

Which is the most stable structure? model ii is the most stable.

=====

Model i:
# C7H10BrNO3

A structure of composition C7H10BrNO3 (ωB97M-V/def2-TZVPD, OMol25).

Geometry as XYZ:
```
22
C7H10BrNO3, DFT ωB97M-V/def2-TZVPD
C 1.841 0.159 0.406
C 0.461 -1.765 2.567
C -2.416 -0.330 -1.737
C -0.912 0.136 -2.017
C -2.130 -0.055 -0.282
C 2.975 1.025 0.857
C 0.172 1.232 0.083
N -0.667 0.151 -0.517
O 1.343 -1.448 3.197
O 1.665 -1.005 0.132
O -0.454 -2.072 1.950
Br -0.444 1.476 1.941
H -3.007 0.337 -2.348
H -2.654 -1.402 -2.151
H -0.304 -0.601 -2.689
H -0.581 1.103 -2.385
H -2.367 0.837 0.195
H -2.189 -0.984 0.480
H 3.133 1.653 0.031
H 2.712 1.931 1.528
H 3.830 0.384 1.129
H -0.005 -0.763 -0.372
```

Summary:
Charge = 0
LUMO = 0.023 Ha
2S+1 = 1

=====

Model ii:
# C7H10BrNO3

A cluster of 2 separate species, C7H10BrNO3 in total (ωB97M-V/def2-TZVPD, OMol25).

Geometry as XYZ:
```
22
C7H10BrNO3, DFT ωB97M-V/def2-TZVPD
C -3.327 -0.611 0.270
C -4.184 -0.555 -0.571
C 1.236 -0.715 0.195
C -1.463 0.367 1.279
C -5.197 -0.506 -1.563
C 3.856 0.929 1.127
C 3.225 0.672 -0.252
N 1.808 0.465 -0.144
O 0.045 -0.892 0.354
O 2.176 -1.658 0.385
O -2.349 -0.511 1.208
Br -1.471 1.818 -0.041
H 2.009 -2.472 0.856
H -5.540 -1.548 -1.936
H -5.078 0.205 -2.459
H -6.105 -0.347 -0.872
H 3.247 1.479 1.701
H 3.924 0.077 1.703
H 4.778 1.305 0.902
H 3.872 -0.127 -0.661
H 3.421 1.562 -0.905
H 1.118 1.063 -0.576
```

Summary:
Charge = 0
LUMO = 0.024 Ha
2S+1 = 1

=====

Which is the most stable structure? model i is the most stable.

=====

Model i:
# CH7N2

A cluster of 2 separate species, CH7N2 in total (ωB97M-V/def2-TZVPD, OMol25).

Geometry as XYZ:
```
10
CH7N2, DFT ωB97M-V/def2-TZVPD
C -1.090 -0.747 -1.248
N -0.272 -0.918 -0.293
H -1.542 -1.580 -1.767
H -1.355 0.261 -1.548
H 0.238 -0.049 0.280
H -0.063 -1.895 -0.096
N 0.885 1.026 1.014
H 0.747 1.973 0.661
H 1.893 0.896 1.030
H 0.557 1.033 1.967
```

Summary:
Charge = +1
LUMO = -0.166 Ha
2S+1 = 1

=====

Model ii:
# CH7N2

A cluster of 2 separate species, CH7N2 in total (ωB97M-V/def2-TZVPD, OMol25).

Geometry as XYZ:
```
10
CH7N2, DFT ωB97M-V/def2-TZVPD
N -0.334 -1.166 1.286
H 0.674 -1.162 1.465
H -0.697 -0.767 2.153
H -0.436 -0.505 0.424
H -0.662 -2.117 1.130
C 0.290 0.959 -1.654
N 0.127 0.885 -0.373
H 0.607 1.943 -2.024
H 0.627 0.095 -2.235
H -0.196 1.836 -0.172
```

Summary:
Charge = +1
LUMO = -0.134 Ha
2S+1 = 1

=====

Which is the most stable structure? model i is the most stable.